# C5H9N2O

The ion C5H9N2O with charge +1 in a non-equilibrium geometry (ωB97M-V with the def2-TZVPD basis set, OMol25).

The lowest unoccupied orbital energy comes out at -4.41 eV. The orbital gap is 10.09 eV. Its total charge is +1. The SMILES is CC1=[NH+]CC=N[C@H]1O.

CARTESIAN COORDINATES (ANGSTROEM)
C 1.02 -1.38 -1.42
C 1.13 0.69 -0.36
C 0.01 -1.82 -0.31
C -0.35 0.43 0.68
C -1.01 1.46 1.45
N 1.59 -0.25 -1.45
N -0.83 -0.74 0.36
O 0.88 1.88 -0.93
H 1.10 -2.13 -2.22
H 1.80 0.74 0.47
H -0.65 -2.65 -0.62
H 0.52 -2.31 0.68
H -1.68 0.97 2.16
H -1.63 1.96 0.64
H -0.29 2.18 1.95
H 0.20 1.92 -1.60
H -1.81 -0.95 0.53



# C25H47F12O20P3

A cluster of 7 separate species, C25H47F12O20P3 in total in a non-equilibrium geometry (ωB97M-V with the def2-TZVPD basis set, OMol25).

The lowest unoccupied orbital energy comes out at 0.21 eV. The orbital gap is 10.34 eV. Its total charge is 0. The SMILES is CCOC(=O)C(F)(F)F.CCOC(=O)C(F)(F)F.CCOC(=O)C(F)(F)F.CCOC(=O)C(F)(F)F.COP(=O)(OC)OC.COP(=O)(OC)OC.COP(=O)(OC)OC.

CARTESIAN COORDINATES (ANGSTROEM)
C -27.77 18.74 -14.29
O -27.24 19.43 -13.17
P -28.19 20.44 -12.36
O -27.55 21.19 -11.28
O -28.76 21.34 -13.53
C -29.68 22.40 -13.36
O -29.48 19.64 -11.90
C -29.47 18.33 -11.37
H -28.21 19.43 -15.02
H -28.60 18.12 -13.95
H -27.11 18.08 -14.86
H -30.04 22.49 -12.34
H -30.48 22.36 -14.09
H -29.16 23.35 -13.55
H -29.64 18.38 -10.29
H -28.52 17.82 -11.54
H -30.24 17.67 -11.75
C -29.83 12.94 -14.73
O -30.35 13.83 -13.70
P -29.63 15.23 -13.43
O -28.31 15.38 -14.05
O -30.71 16.32 -13.90
C -31.44 16.19 -15.13
O -29.55 15.44 -11.83
C -30.68 15.02 -11.09
H -29.99 13.48 -15.66
H -30.43 12.04 -14.66
H -28.77 12.74 -14.59
H -30.70 16.15 -15.94
H -32.03 17.09 -15.28
H -32.00 15.26 -15.13
H -30.56 13.98 -10.79
H -31.61 14.99 -11.66
H -30.91 15.60 -10.20
C -25.19 15.10 -10.92
O -25.85 16.25 -10.38
P -26.73 16.05 -9.05
O -26.02 15.73 -7.81
O -27.78 14.94 -9.57
C -28.13 13.83 -8.75
O -27.56 17.40 -9.03
C -28.34 17.77 -7.91
H -25.67 14.85 -11.87
H -25.26 14.19 -10.32
H -24.18 15.47 -11.09
H -29.16 14.00 -8.43
H -27.60 13.74 -7.80
H -28.06 12.89 -9.29
H -28.83 16.89 -7.47
H -29.05 18.54 -8.20
H -27.73 18.15 -7.09
C -27.58 18.72 -19.09
C -29.06 18.52 -18.92
O -29.40 19.10 -17.63
C -30.69 19.18 -17.37
O -31.52 18.48 -17.87
C -31.05 20.19 -16.27
F -30.74 19.73 -15.05
F -30.29 21.30 -16.45
F -32.32 20.56 -16.38
H -27.02 18.14 -18.35
H -27.29 19.77 -19.00
H -27.29 18.37 -20.09
H -29.36 17.48 -18.98
H -29.55 19.16 -19.65
C -27.09 22.98 -8.61
C -25.87 23.88 -8.65
O -24.72 23.09 -8.40
C -23.56 23.67 -8.21
O -23.36 24.84 -8.19
C -22.37 22.67 -8.09
F -21.64 22.98 -7.02
F -22.78 21.42 -7.95
F -21.61 22.84 -9.17
H -27.98 23.47 -8.98
H -27.21 22.53 -7.62
H -26.87 22.15 -9.29
H -25.93 24.70 -7.93
H -25.79 24.37 -9.63
C -35.91 26.98 -9.64
C -35.05 25.76 -9.83
O -33.73 26.11 -10.28
C -33.39 26.05 -11.54
O -34.17 25.97 -12.44
C -31.87 26.19 -11.77
F -31.33 24.98 -12.02
F -31.58 26.96 -12.81
F -31.28 26.66 -10.66
H -36.96 26.71 -9.71
H -35.81 27.70 -10.46
H -35.72 27.57 -8.75
H -35.54 25.16 -10.60
H -35.00 25.26 -8.86
C -33.12 17.84 -12.05
C -32.89 19.17 -12.71
O -34.02 20.01 -12.52
C -33.96 21.26 -12.95
O -33.15 21.63 -13.75
C -35.01 22.17 -12.33
F -35.96 21.51 -11.69
F -34.41 23.01 -11.48
F -35.54 22.93 -13.29
H -33.13 17.84 -10.96
H -32.34 17.12 -12.28
H -34.10 17.45 -12.34
H -32.58 19.04 -13.75
H -32.03 19.61 -12.21



# C5H10BrClSi

The molecule C5H10BrClSi in a non-equilibrium geometry (ωB97M-V with the def2-TZVPD basis set, OMol25).

The lowest unoccupied orbital energy (spin up / spin down) comes out at -0.17 / -0.59 eV. The orbital gap (spin up / spin down) is 8.74 / 7.51 eV. Its total charge is 0.

CARTESIAN COORDINATES (ANGSTROEM)
C 1.34 -0.80 -0.99
C 0.52 0.41 -1.43
C 0.73 1.03 1.68
C 2.22 -0.64 0.14
C -2.10 0.73 0.29
Si -0.32 1.30 0.17
Cl -0.69 3.30 -0.29
Br 3.80 0.19 0.13
H 0.56 -1.62 -0.65
H 1.67 -1.27 -1.95
H 1.16 0.95 -2.19
H -0.27 -0.05 -1.97
H 0.25 0.44 2.44
H 1.47 1.80 1.85
H 1.98 -1.44 0.86
H -2.38 0.43 -0.76
H -2.10 0.04 1.11
H -2.75 1.51 0.47



# C6H11N4O

The ion C6H11N4O with charge +1 in a non-equilibrium geometry (ωB97M-V with the def2-TZVPD basis set, OMol25).

The lowest unoccupied orbital energy comes out at -5.23 eV. The orbital gap is 8.31 eV. Its total charge is +1. The SMILES is [H]/N=C(\N)C1=C(N=[NH2+])CCCO1.

CARTESIAN COORDINATES (ANGSTROEM)
C 0.12 0.15 0.53
C 0.34 -0.66 -0.59
C -0.56 -0.29 1.84
C 0.66 0.03 -2.02
C 0.10 1.46 -1.96
C 0.58 2.12 -0.73
N 0.36 -2.88 0.15
N 0.35 -1.97 -0.74
N -0.47 -1.52 2.19
N -1.12 0.63 2.56
O 0.22 1.47 0.50
H 1.68 -0.14 -2.18
H 0.15 -0.64 -2.63
H 0.44 2.01 -2.83
H -1.06 1.43 -2.13
H 1.64 2.05 -0.73
H 0.25 3.17 -0.54
H 0.37 -3.79 -0.29
H 0.01 -2.63 1.21
H -0.94 -1.79 3.10
H -1.40 1.58 2.14
H -1.74 0.22 3.15



E_tot for the records above, in order: -380.325547, -4708.356968, -3520.128600, -529.167365 hartree